# 1
Entry from OMol25: C15H32KN4O2 as an isolated structure (ωB97M-V/def2-TZVPD).

- ΔE to the lowest compared entry with this formula, charge and spin (kcal/mol) = 89.9
- net charge = +1
- HOMO-LUMO gap (eV) = 7.643
- HOMO (eV) = -11.058

```
54
Properties=species:S:1:pos:R:3:forces:R:3
C -1.04862 -3.75112 1.97500 0.2 -0.6 0.5
C 0.17379 -4.63649 1.44006 -0.3 -0.1 -0.1
C 1.01028 -3.93163 0.23548 0.5 -1.8 1.0
N 1.06563 -2.44845 0.34128 -0.2 0.2 -0.9
C 0.64362 -1.75577 -0.90407 -0.3 -1.5 -0.7
C 1.70349 -1.92760 -2.12956 0.6 -0.2 -0.5
O 2.15830 -2.99339 -2.60376 -1.5 3.9 1.9
N 1.99571 -0.56271 -2.60497 -0.4 -1.7 2.2
C 1.26010 0.47613 -1.78467 1.0 1.0 -2.5
O 2.32983 1.27651 -1.19513 -1.2 0.2 -0.2
C 2.33298 2.63188 -1.69818 0.3 1.5 0.2
C 1.10900 3.54311 -1.20708 0.1 0.3 -0.1
C 1.43406 4.45774 0.08543 -1.3 0.2 -0.5
C 0.17064 -0.20073 -0.79328 2.5 -1.5 -0.4
C 0.48049 0.42359 0.64026 -0.6 -0.7 0.9
C -0.47556 -0.12622 1.81524 1.2 -0.6 0.0
N -0.63848 0.91235 2.92979 1.8 0.4 -1.4
N -1.23203 -0.27328 -1.28925 0.7 1.9 -0.5
C -1.82616 1.06426 -1.58984 -1.5 0.7 -0.1
C -2.40652 1.83836 -0.30290 -0.9 0.6 -0.7
C -3.52458 0.99514 0.50447 1.0 -0.4 -0.2
H -1.66246 -3.35051 1.09974 0.9 -0.2 1.3
H -0.60974 -2.93814 2.64581 -0.7 -0.7 -1.1
H -1.76166 -4.35934 2.64888 1.2 0.7 -1.1
H 0.89580 -4.90850 2.28500 -1.1 0.5 -1.0
H -0.26814 -5.63115 1.07132 0.8 1.4 0.4
H 2.07095 -4.37611 0.31833 -1.6 0.7 -0.4
H 0.57917 -4.32876 -0.73758 0.6 1.0 1.1
H 1.97302 -2.10390 0.67620 -0.4 -0.5 -0.4
H -0.21578 -2.40508 -1.27547 0.7 1.2 0.6
H 2.99301 -0.36024 -2.44247 -0.4 -0.2 -0.8
H 0.88548 1.17223 -2.61501 -0.5 -1.1 1.4
H 3.29226 3.12079 -1.29622 -1.3 -0.9 -0.6
H 2.41232 2.70323 -2.84231 -0.2 -0.6 1.5
H 0.81500 4.20725 -2.10270 0.5 -0.9 1.5
H 0.17759 2.93956 -0.95167 1.3 0.5 -0.6
H 2.51280 4.39132 0.44083 -1.5 0.1 -0.5
H 0.68995 4.15630 0.91499 1.4 0.4 -1.0
H 1.13058 5.53388 -0.19429 0.8 -1.6 0.7
H 1.55281 0.13762 0.95261 -1.6 0.5 -0.8
H 0.44563 1.56332 0.68523 0.0 -1.6 -0.5
H 0.12252 -0.99883 2.31815 -1.3 1.4 -1.1
H -1.48312 -0.54475 1.44524 1.5 0.8 0.4
H -0.86602 1.83436 2.53230 0.1 -0.5 0.1
H 0.34070 1.00644 3.29299 -1.2 0.3 -0.3
H -1.19360 -0.75127 -2.21174 0.0 0.2 1.0
H -1.15042 1.76486 -2.19028 -0.7 -0.9 0.9
H -2.73857 0.86413 -2.26870 1.4 0.3 1.0
H -2.95774 2.76040 -0.72536 1.1 -1.3 0.6
H -1.57507 2.25307 0.35894 -1.1 -0.7 -0.8
H -3.19873 0.90595 1.60402 -0.7 0.0 -1.5
H -4.56447 1.46357 0.46529 1.6 -0.6 0.0
H -3.52979 -0.05191 0.02513 -0.2 1.5 1.0
K -1.83019 -0.68144 4.20848 -1.0 -1.2 0.9
```
Positions in Å, forces in eV/Å.

Atom charges from the Mulliken analysis, given in e for atoms 1 to 6: number 1, C, carries -0.492; number 2, C, carries -0.560; number 3, C, carries -0.598; number 4, N, carries 0.025; number 5, C, carries -1.342; number 6, C, carries 0.321

# 2
Entry from OMol25: C17H20N2O2 in the gas phase (ωB97M-V/def2-TZVPD).

- structure (SMILES) = Cc1ccc(CN2CCN(C(=O)c3ccco3)CC2)cc1
- ΔE to the lowest compared entry with this formula, charge and spin (kcal/mol) = 26.2
- HOMO-LUMO gap (eV) = 9.052
- HOMO (eV) = -8.266

```
41
Properties=species:S:1:pos:R:3:forces:R:3
C 0.18705 5.36182 0.54790 0.1 0.0 0.0
C 0.64286 3.94742 0.35477 -0.1 0.0 0.0
C 1.82687 3.50107 0.93233 0.0 0.0 0.0
C 2.26407 2.20476 0.74284 0.0 0.0 -0.1
C 1.52443 1.31414 -0.02718 0.0 0.0 -0.1
C 1.99143 -0.10025 -0.21858 0.1 -0.1 -0.1
N 2.13679 -0.82323 1.04854 0.0 0.2 0.0
C 1.06230 -0.62426 1.99718 -0.1 0.0 0.0
C -0.30272 -1.09614 1.45167 0.0 0.4 0.3
N -0.09289 -2.20600 0.54834 0.1 -0.1 0.0
C -0.69945 -2.38962 -0.64758 0.1 -0.2 0.3
O -0.33064 -3.24738 -1.43771 -0.1 0.1 -0.2
C -1.83923 -1.52287 -1.00742 -0.2 0.0 -1.2
C -2.30091 -1.27554 -2.27581 0.4 -0.2 0.7
C -3.42981 -0.44157 -2.13286 -0.2 0.2 0.5
C -3.58438 -0.25197 -0.79290 -0.3 0.2 -0.7
O -2.63205 -0.89588 -0.10489 0.1 -0.1 0.4
C 1.02721 -3.05338 0.90296 0.2 -0.2 -0.1
C 2.34768 -2.25018 0.84980 0.1 -0.1 0.1
C 0.34512 1.75822 -0.60819 0.1 -0.1 0.0
C -0.08881 3.05901 -0.42051 0.0 0.1 0.1
H -0.87703 5.45929 0.34662 -0.1 0.1 0.0
H 0.38734 5.69742 1.56334 0.0 0.1 0.1
H 0.72356 6.02216 -0.13421 0.0 0.1 0.0
H 2.41135 4.18109 1.53588 0.1 0.1 0.1
H 3.18230 1.86572 1.19884 0.1 0.0 0.1
H 2.98882 -0.08849 -0.67571 -0.1 -0.1 -0.1
H 1.31279 -0.61083 -0.91726 0.1 0.1 0.0
H 1.33039 -1.18104 2.89886 0.0 0.1 0.0
H 1.00129 0.43334 2.25856 -0.1 -0.1 0.1
H -0.77355 -0.27064 0.91989 0.1 -0.1 0.1
H -0.96187 -1.39718 2.27585 0.0 0.1 0.0
H -1.87016 -1.64889 -3.18153 0.1 -0.1 -0.1
H -4.04192 -0.04327 -2.91550 -0.2 0.1 -0.1
H -4.30712 0.30023 -0.22477 0.0 0.0 0.2
H 1.04936 -3.88589 0.19941 0.0 0.0 0.2
H 0.85300 -3.43974 1.91250 0.0 0.0 0.0
H 3.01792 -2.60803 1.63933 0.0 -0.1 -0.1
H 2.84384 -2.39924 -0.10942 0.0 0.0 0.0
H -0.23811 1.08498 -1.22281 -0.1 -0.1 0.0
H -1.00996 3.38520 -0.88275 -0.1 0.0 0.0
```
Positions in Å, forces in eV/Å.

Atom charges from the Mulliken analysis, given in e for atoms 1 to 6: number 1, C, carries -1.453; number 2, C, carries 1.043; number 3, C, carries -0.699; number 4, C, carries -0.510; number 5, C, carries 0.182; number 6, C, carries -0.752

# 3
Entry from OMol25: C35H37FMgP2 as an isolated structure (ωB97M-V/def2-TZVPD).

- ΔE to the lowest compared entry with this formula, charge and spin (kcal/mol) = 26.6
- HOMO-LUMO gap (eV) = 7.078
- HOMO (eV) = -7.841

```
76
Properties=species:S:1:pos:R:3:forces:R:3
Mg -3.37577 2.69393 3.42436 -1.1 -0.3 0.9
C -4.49908 -1.91291 5.39423 0.8 -0.9 0.5
C -3.30864 -2.25193 4.86626 -0.7 0.5 0.7
C -3.07049 -3.03487 3.62289 0.7 -0.5 -1.0
C -3.26875 -2.21680 2.31044 -0.2 -0.3 -0.2
C -4.64143 -1.63094 2.06690 0.0 0.9 0.1
C -5.79202 -1.88309 2.69586 0.0 0.1 -0.1
C -6.03327 -3.02825 3.65492 0.1 0.0 -0.3
C -5.79531 -2.64290 5.12651 -0.5 0.2 -0.5
C -5.00712 2.98957 2.14119 0.2 0.3 0.3
H -4.51799 -1.22952 6.24994 0.1 -0.3 -0.2
H -2.38707 -1.95719 5.38181 -0.4 0.5 -0.3
H -3.59947 -3.99446 3.53998 0.1 0.4 0.2
H -2.01142 -3.31267 3.62654 0.0 -0.1 -0.1
H -2.50256 -1.40601 2.26405 -0.7 -0.4 0.1
H -3.05790 -2.85307 1.43418 0.2 0.0 0.3
H -4.62859 -0.82577 1.31337 -0.1 -0.2 0.4
H -6.65157 -1.20441 2.54734 0.5 -0.5 -0.3
H -5.35749 -3.85329 3.40190 -0.6 0.2 0.0
H -7.07536 -3.36435 3.49952 0.5 0.0 0.2
H -6.64088 -2.03157 5.44790 0.0 0.1 0.1
H -5.83292 -3.57082 5.72572 0.1 0.4 0.0
H -5.91074 3.59645 2.39573 1.1 -0.4 -0.1
H -5.27130 1.92997 2.21102 -0.2 0.0 -0.3
H -4.58954 3.22182 1.16683 -0.5 0.0 -0.4
P 3.30198 1.12416 -0.35856 0.2 0.4 0.1
P 1.46344 1.49610 -2.95656 -0.1 1.2 -0.9
C 3.07004 -0.22905 -1.55129 -1.0 -0.2 -1.0
C 2.34229 -0.04031 -2.68395 1.1 -0.6 1.1
C 5.11331 0.98931 -0.05773 0.2 0.0 -0.1
C 5.85991 -0.18049 -0.27889 0.2 0.4 0.4
C 7.21953 -0.21497 0.04714 -0.1 0.1 -0.1
C 7.86253 0.92545 0.54119 -0.5 -0.1 -0.1
C 7.13448 2.10857 0.68732 0.1 0.0 0.0
C 5.77498 2.15238 0.37880 0.0 -0.6 0.0
C 2.55124 0.35082 1.12700 -0.1 -0.2 -0.1
C 1.14650 0.23419 1.10599 0.3 -0.2 0.5
C 0.49060 -0.36552 2.18195 0.0 0.0 0.0
C 1.22160 -0.85653 3.26891 0.5 0.0 0.0
C 2.62120 -0.73274 3.28504 -0.3 0.1 -0.2
C 3.28767 -0.10920 2.22409 -0.5 -0.2 0.0
C 1.99306 1.72250 -4.74094 -0.1 0.0 0.0
C 3.34787 2.03556 -4.95415 -0.2 -0.2 -0.2
C 3.87204 2.07303 -6.24640 -0.1 0.1 0.0
C 3.04702 1.82744 -7.34877 -0.2 -0.1 0.3
C 1.69101 1.55545 -7.14694 0.1 0.2 0.2
C 1.15667 1.53184 -5.85125 0.4 0.0 -0.1
C -0.24723 0.90233 -3.19297 -0.2 -0.2 0.1
C -1.27299 1.86375 -3.17193 -0.2 -0.7 -0.2
C -2.59019 1.47999 -3.45747 0.2 0.2 0.1
C -2.89138 0.14510 -3.73298 0.3 -0.1 -0.1
C -1.87350 -0.81689 -3.70244 0.1 0.1 0.2
C -0.55537 -0.44941 -3.40357 -0.7 0.4 -0.2
H 3.46173 -1.21946 -1.29479 0.0 0.3 -0.4
H 2.28209 -0.78958 -3.47859 0.1 -0.1 0.4
H 5.38267 -1.06419 -0.69925 0.2 0.2 0.2
H 7.77483 -1.14288 -0.08742 -0.1 0.2 0.0
H 8.91915 0.88943 0.79561 -0.2 0.0 0.0
H 7.63071 3.00774 1.05090 -0.1 -0.2 -0.1
H 5.21012 3.07864 0.48062 0.1 -0.2 0.0
H 0.57465 0.59570 0.24857 0.2 -0.1 0.2
H -0.60180 -0.46584 2.17183 0.5 0.0 0.0
H 0.71204 -1.35018 4.10136 0.2 0.2 -0.3
H 3.20274 -1.12858 4.11762 -0.2 0.1 -0.1
H 4.37237 0.00272 2.23804 -0.3 -0.1 0.0
H 3.99482 2.23448 -4.09782 -0.1 -0.1 -0.2
H 4.92769 2.30338 -6.39847 -0.3 -0.1 0.1
H 3.45934 1.84241 -8.35568 -0.1 0.0 0.2
H 1.03968 1.37174 -8.00032 0.1 0.1 0.2
H 0.09162 1.35485 -5.71401 0.2 -0.1 0.0
H -1.03875 2.89910 -2.93032 0.0 -0.2 -0.1
H -3.38081 2.23633 -3.45715 0.3 -0.3 0.0
H -3.91672 -0.15194 -3.96998 0.4 0.1 0.1
H -2.09769 -1.86620 -3.89949 0.0 0.3 0.1
H 0.22357 -1.20516 -3.33197 -0.2 0.1 -0.2
F -3.53564 1.81773 4.99068 0.6 0.3 -0.4
```
Positions in Å, forces in eV/Å.

Atom charges from the Mulliken analysis, given in e for atoms 1 to 6: number 1, Mg, carries 1.016; number 2, C, carries -0.552; number 3, C, carries -0.198; number 4, C, carries -0.948; number 5, C, carries 0.395; number 6, C, carries -0.544

# 4
Entry from OMol25: C3H6N2OS in the gas phase (ωB97M-V/def2-TZVPD).

- structure (SMILES) = CC(=S)NC(N)=O
- ΔE to the lowest compared entry with this formula, charge and spin (kcal/mol) = 2.1
- HOMO-LUMO gap (eV) = 9.155
- HOMO (eV) = -9.117

```
13
Properties=species:S:1:pos:R:3:forces:R:3
C -1.94581 0.68569 0.63120 0.1 -0.6 -0.5
C -0.75370 0.30094 -0.24759 -0.1 0.5 -0.2
S -0.79945 0.52047 -1.90489 -0.1 -0.2 1.1
N 0.29059 -0.13825 0.49611 -1.2 0.3 1.8
C 1.54035 -0.63725 0.19533 0.9 -0.3 -2.0
N 1.95068 -0.46272 -1.08290 0.6 -0.4 0.7
O 2.18447 -1.20370 1.03963 0.3 -0.2 0.9
H -2.76693 0.82887 -0.06234 -0.1 0.7 0.2
H -2.28652 -0.16038 1.25561 0.5 0.3 0.0
H -1.69473 1.56798 1.25333 -0.3 -0.5 -0.4
H 0.15642 -0.23601 1.52235 -0.2 0.2 -1.1
H 1.32524 -0.10819 -1.78181 -0.2 0.1 -0.3
H 2.79939 -0.95747 -1.31401 -0.2 0.2 -0.1
```
Positions in Å, forces in eV/Å.

Atom charges from the Mulliken analysis, given in e for atoms 1 to 6: number 1, C, carries -1.123; number 2, C, carries 0.558; number 3, S, carries -0.431; number 4, N, carries -0.176; number 5, C, carries 0.451; number 6, N, carries -0.258

# 5
Entry from OMol25: a 2-piece molecular cluster, C4O3 overall (ωB97M-V/def2-TZVPD).

- ΔE to the lowest compared entry with this formula, charge and spin (kcal/mol) = 2.9
- HOMO-LUMO gap (eV) = 10.527
- HOMO (eV) = -10.414

```
7
Properties=species:S:1:pos:R:3:forces:R:3
C -0.30200 -0.77379 -0.10861 -0.2 1.9 -0.4
C -0.12516 -2.02031 -0.19673 0.3 -2.7 1.9
C 2.01140 1.98398 0.13764 -2.9 1.1 0.0
C -0.96159 0.33177 0.00050 0.1 -1.9 -0.6
O 0.92705 2.37379 0.13110 3.1 -0.9 0.0
O -1.60842 1.27248 0.05057 -0.3 0.9 0.2
O 0.05872 -3.16792 -0.01447 -0.2 1.7 -1.2
```
Positions in Å, forces in eV/Å.

Atom charges from the Mulliken analysis, given in e for atoms 1 to 6: number 1, C, carries -0.624; number 2, C, carries 0.529; number 3, C, carries 0.128; number 4, C, carries 0.855; number 5, O, carries -0.144; number 6, O, carries -0.332

# 6
Entry from OMol25: C5H8O in the gas phase (ωB97M-V/def2-TZVPD).

- structure (SMILES) = C=C/C(O)=C/C
- ΔE to the lowest compared entry with this formula, charge and spin (kcal/mol) = 64.9
- HOMO-LUMO gap (eV) = 8.566
- HOMO (eV) = -8.124

```
14
Properties=species:S:1:pos:R:3:forces:R:3
C -1.32232 1.81227 1.60220 2.4 0.0 -3.2
C -0.53720 1.44651 0.47279 -3.1 -2.0 2.6
C -0.06808 0.01360 0.18238 -1.1 -0.6 0.6
O -0.24952 -0.82558 1.31616 0.6 0.3 -0.5
C 0.38107 -0.47585 -1.02361 -1.4 3.3 2.6
C 1.41362 -1.44865 -1.26550 -0.8 -1.5 -4.5
H -1.53042 1.05464 2.34553 0.1 0.2 0.2
H -1.64793 2.87985 1.74934 0.3 -1.4 -0.3
H -0.55282 2.01167 -0.41385 0.5 1.3 -0.7
H -0.84817 -1.56143 1.09150 0.6 0.5 -0.2
H 0.05249 0.21395 -1.76172 0.4 0.5 -1.1
H 2.14998 -1.06179 -2.05619 -0.5 -0.2 1.7
H 1.77037 -1.75107 -0.34296 1.4 -1.0 1.4
H 0.98894 -2.30812 -1.89608 0.5 0.5 1.2
```
Positions in Å, forces in eV/Å.

Atom charges from the Mulliken analysis, given in e for atoms 1 to 6: number 1, C, carries -0.616; number 2, C, carries -0.474; number 3, C, carries 0.569; number 4, O, carries -0.549; number 5, C, carries -0.241; number 6, C, carries -1.013

For reference, electronic energy by record: -1559.8486; -919.7726; -2338.4747; -700.8858; -378.0880; -270.4545 hartree.